No. 1
DFT (ωB97M-V/def2-TZVPD) results for C4H9N2O2 as an isolated structure at a distorted geometry.

Atoms and positions in Å:
1 O -0.23 4.21 1.44
2 O 1.36 0.57 -0.25
3 N 0.36 -1.90 0.04
4 N -0.34 1.56 0.98
5 C 0.28 0.56 0.36
6 C -0.54 -0.77 0.17
7 C 0.37 3.36 0.76
8 C -0.04 -2.90 -0.97
9 H -1.06 -0.54 -0.78
10 H 0.20 3.30 -0.33
11 H 0.66 -2.80 -1.81
12 H -1.02 -2.79 -1.43
13 H -1.33 1.46 0.72
14 H 0.02 -3.91 -0.58
15 H 1.38 3.02 1.05
16 H 1.23 -1.51 -0.31
17 H -1.31 -0.93 0.92

Calculated values
Maximum force = 0.02472 Eh/bohr
HOMO level = -3.9 eV
ΔE to the lowest compared entry with this formula, charge and spin = 55.0 kcal per mole
HOMO-LUMO gap = 7.60 eV
Total energy = -11368.77933 eV
Charge = -1

---

No. 2
DFT (ωB97M-V/def2-TZVPD) results for a 2-piece molecular cluster, C2H2OS overall at a distorted geometry.

Atoms and positions in Å:
1 S -3.13 0.13 -0.14
2 O -0.49 0.66 0.08
3 C 1.35 -0.58 -0.25
4 C -1.63 0.47 0.08
5 H 1.62 -0.75 0.73
6 H 2.28 0.07 -0.50

Calculated values
Maximum force = 0.07337 Eh/bohr
HOMO level = -9.2 eV
ΔE to the lowest compared entry with this formula, charge and spin = 77.5 kcal per mole
HOMO-LUMO gap = 8.69 eV
Total energy = -14984.34954 eV

---

No. 3
DFT (ωB97M-V/def2-TZVPD) results for C2H5F4LiO4PS as an isolated structure at a distorted geometry.

Atoms and positions in Å:
1 S 1.83 0.92 0.36
2 P 0.11 -0.53 -0.17
3 F -0.66 -2.78 -1.45
4 F 1.22 2.10 1.20
5 F -2.37 -1.52 -0.92
6 F -1.32 -2.64 0.64
7 O 2.72 0.25 1.32
8 O -1.97 0.73 0.79
9 O -1.73 1.47 -0.42
10 O 2.48 1.46 -0.78
11 C -1.16 -1.94 -0.51
12 C -0.74 0.79 -1.16
13 Li 3.84 0.40 2.86
14 H -1.14 0.35 -2.06
15 H 0.00 -0.76 1.20
16 H 1.11 -1.23 -0.84
17 H -2.25 1.42 1.39
18 H 0.01 1.52 -1.46

Calculated values
Maximum force = 0.04029 Eh/bohr
HOMO level = -13.9 eV
HOMO-LUMO gap = 9.53 eV
Total energy = -41534.13144 eV
Charge = +1